[1]
DFT (ωB97M-V with the def2-TZVPD basis set) results for a 4-piece molecular cluster, C16H44N4O4 overall at a distorted geometry.

Geometry as XYZ:
```
68
Properties=species:S:1:pos:R:3
C -29.85384 28.54364 2.14080
O -29.10954 28.64531 3.35514
C -27.76175 28.23898 3.16566
C -27.10481 28.25409 4.52696
C -25.56956 28.13161 4.46529
N -27.57968 27.13615 5.34157
H -29.37404 28.88588 1.22286
H -30.66013 29.26868 2.31383
H -30.33516 27.56976 2.04743
H -27.70205 27.29604 2.60216
H -27.25112 28.89832 2.44428
H -27.36099 29.15495 5.10020
H -25.18832 28.72100 3.62854
H -25.37478 27.06386 4.35802
H -25.07336 28.50558 5.35999
H -27.05749 26.99164 6.20242
H -28.48422 27.36694 5.75532
C -25.09497 35.00638 -1.42742
O -24.91031 35.43481 -2.74804
C -24.42226 34.43030 -3.65908
C -24.10596 35.15523 -4.97368
C -23.36839 34.15810 -5.88470
N -23.34788 36.37476 -4.76067
H -24.35941 34.28963 -1.03013
H -26.06435 34.50710 -1.37321
H -24.98879 35.79062 -0.67642
H -23.52523 34.06405 -3.14924
H -25.18509 33.65525 -3.76486
H -25.05650 35.40106 -5.44585
H -23.49907 34.42815 -6.93254
H -23.75451 33.14598 -5.75052
H -22.29225 34.10093 -5.71371
H -22.45859 36.15291 -4.30700
H -23.76888 36.87772 -3.97999
C -28.38571 28.27295 -4.01708
O -27.58516 27.60621 -3.09672
C -26.70584 26.66061 -3.67846
C -25.36563 26.66256 -2.91703
C -24.30540 25.85403 -3.71512
N -25.42973 26.12519 -1.57564
H -29.06803 28.97320 -3.52517
H -29.01423 27.57978 -4.58876
H -27.86548 28.95353 -4.70718
H -27.18748 25.67424 -3.66283
H -26.51900 26.94323 -4.72160
H -25.08362 27.71752 -2.95854
H -24.78696 24.95649 -4.09482
H -23.32689 25.88988 -3.25218
H -24.15425 26.48305 -4.60642
H -25.81441 25.18627 -1.48760
H -26.17683 26.61876 -1.07263
C -26.60648 32.72567 1.88369
O -26.06764 32.60700 0.57703
C -26.14361 31.29726 0.03098
C -25.23623 30.25521 0.66638
C -23.79125 30.53334 0.25556
N -25.75192 28.93953 0.18337
H -26.08428 33.55283 2.36752
H -26.49602 31.83620 2.49983
H -27.64181 33.07126 1.83554
H -27.16147 30.91801 0.21548
H -25.99646 31.46962 -1.03647
H -25.37659 30.20978 1.74697
H -23.10315 29.76332 0.62314
H -23.47946 31.51015 0.62028
H -23.66904 30.41432 -0.82486
H -24.95370 28.30285 0.19928
H -25.87925 29.07219 -0.82363
```

LUMO level in eV: 0.45
F_max in eV Å⁻¹: 2.885
Energy relative to the best compared isomer or geometry (same formula, charge and spin) in eV: 1.499
Charge: 0
Electronic energy in eV: -31452.6993
Kohn-Sham gap in eV: 9.64
SMILES: COC[C@H](C)N.COC[C@H](C)N.COC[C@H](C)N.COC[C@H](C)N


[2]
DFT (ωB97M-V with the def2-TZVPD basis set) results for a 3-piece molecular cluster, C18H31FO9S2 overall at a distorted geometry.

Geometry as XYZ:
```
61
Properties=species:S:1:pos:R:3
C 0.01629 -1.73467 -5.59448
C 1.11963 -1.13413 -6.51647
O 1.54711 -2.07503 -7.52079
C 0.67272 0.17864 -7.24670
C 0.97692 1.42425 -6.38790
C 0.08691 2.39708 -6.25875
F -1.09893 2.37581 -6.86711
C 0.48259 3.57277 -5.33900
O 0.27408 4.70009 -5.61602
C 1.22400 3.11895 -4.05163
S 0.83069 3.87526 -2.45778
C 2.12586 2.15107 -4.17618
S 3.09470 1.45873 -2.80207
C 1.98203 0.31447 -1.91720
O 4.15594 0.62925 -3.33201
O 3.62987 2.49339 -1.95312
C 2.30059 1.57722 -5.61629
O 3.35081 1.32134 -6.08172
H 0.30721 -1.62977 -4.52940
H -0.97382 -1.26567 -5.72587
H -0.01672 -2.81842 -5.82244
H 2.00797 -0.97743 -5.86394
H 2.44885 -1.79206 -7.73360
H 1.04244 0.25944 -8.28175
H -0.43505 0.13486 -7.29763
H -0.19998 3.07368 -2.03854
H 0.96726 0.35730 -2.35937
H 2.32623 -0.72830 -2.03230
H 1.94559 0.64537 -0.86573
C 0.36687 2.60555 3.91175
O 0.73069 1.49033 4.70828
C 0.35992 0.24932 4.11957
C 1.54664 -0.42996 3.46219
O 2.01599 0.30850 2.33936
C 3.17438 1.07465 2.63594
H 0.88631 3.48055 4.30214
H 0.65141 2.46787 2.86620
H -0.71254 2.77843 3.98216
H -0.45729 0.38509 3.40412
H -0.00555 -0.39197 4.92680
H 1.22783 -1.40843 3.08958
H 2.35229 -0.59242 4.18448
H 4.05049 0.42090 2.69561
H 3.06799 1.62939 3.57080
H 3.32661 1.78645 1.82413
C -2.98776 -0.52863 5.18339
O -2.36452 -1.79346 5.02076
C -2.50483 -2.62567 6.16541
C -3.59471 -3.66350 5.96925
O -4.87843 -3.05988 5.87565
C -5.33904 -2.95750 4.53854
H -3.04623 -0.05314 4.20406
H -3.99781 -0.62268 5.58705
H -2.38120 0.10075 5.84339
H -2.69499 -2.02752 7.06184
H -1.55039 -3.14382 6.30401
H -3.61428 -4.32118 6.84386
H -3.39025 -4.28150 5.08947
H -5.66730 -3.93839 4.17898
H -4.56989 -2.56232 3.87067
H -6.19221 -2.27929 4.52635
```

LUMO level in eV: -1.49
F_max in eV Å⁻¹: 2.833
Charge: 0
Electronic energy in eV: -61977.8446
Kohn-Sham gap in eV: 7.86
SMILES: C[C@@H](O)CC1=C(F)C(=O)C(S)=C(S(C)(=O)=O)C1=O.COCCOC.COCCOC


[3]
DFT (ωB97M-V with the def2-TZVPD basis set) results for C23H17BeN6O8S2 as an isolated structure.

Geometry as XYZ:
```
57
Properties=species:S:1:pos:R:3
Be -1.36873 -1.14757 -0.70601
C -3.89652 1.28754 0.56447
C -3.95608 0.25311 -0.50028
N -2.96657 -0.54680 -0.87506
C -3.45933 -1.36197 -1.87249
C -4.75372 -1.04714 -2.11350
N -5.04154 -0.02485 -1.24107
C -5.79040 -1.54879 -3.05714
O -5.44308 -2.55243 -3.83386
O -6.87009 -1.01936 -3.06471
C -2.55039 -2.45520 -2.30761
O -2.86268 -3.23901 -3.17987
O -1.45116 -2.42823 -1.61101
H -3.48118 2.21982 0.17913
H -3.27115 0.93926 1.38422
H -4.88979 1.49295 0.95824
H -5.95120 0.41560 -1.19714
H -4.51572 -2.86576 -3.67542
S 3.12792 2.48867 -2.98510
C 1.93364 1.42648 -2.28228
C 0.63463 1.93718 -2.16905
C -0.35059 1.15187 -1.63113
N -0.12739 -0.09939 -1.19686
C 1.11122 -0.59932 -1.32752
C 2.15904 0.12013 -1.85167
C 4.64069 1.57597 -2.79135
C 4.95956 0.52042 -3.63444
C 6.17117 -0.12771 -3.43933
N 7.04986 0.22173 -2.50450
C 6.74260 1.25223 -1.72513
C 5.55152 1.96070 -1.81976
H 0.40025 2.94026 -2.49770
H -1.36090 1.52338 -1.52629
H 1.25493 -1.62277 -1.00999
H 3.13249 -0.34027 -1.91836
H 4.29547 0.21937 -4.43316
H 6.44674 -0.96438 -4.07069
H 7.48182 1.52990 -0.98264
H 5.34356 2.78832 -1.15581
O -2.57458 -1.23382 3.68498
C -1.44719 -0.90715 3.50383
N -0.80064 -0.94453 2.20025
S 0.71124 -0.09049 2.12973
O 0.50006 1.17692 1.51512
O 1.68101 -0.99966 1.62234
C 0.73201 0.05338 3.87180
C 1.77689 0.57708 4.60626
C 1.58909 0.68357 5.97957
C 0.39479 0.29143 6.57677
C -0.64672 -0.22636 5.81936
C -0.46111 -0.34694 4.45282
H 2.70101 0.88737 4.13873
H 2.38643 1.08005 6.59299
H 0.28094 0.38783 7.64748
H -1.57740 -0.54264 6.27007
O -2.04625 -2.49868 1.36558
N -1.27846 -1.62131 1.12416
```

LUMO level in eV: -4.67
F_max in eV Å⁻¹: 0.368
Energy relative to the best compared isomer or geometry (same formula, charge and spin) in eV: 0.000
Charge: +1
Electronic energy in eV: -71516.3236
Kohn-Sham gap in eV: 7.33


[4]
DFT (ωB97M-V with the def2-TZVPD basis set) results for C36H54F6KN5O4S2Sb as an isolated structure.

Geometry as XYZ:
```
109
Properties=species:S:1:pos:R:3
K -0.55969 1.19116 1.08128
C 0.69080 4.49895 -0.23860
N -0.20338 3.43623 -0.68665
C 0.32359 2.69908 -1.83102
C 1.68312 2.10069 -1.55984
C 2.83051 2.57406 -2.18193
C 4.04896 1.98371 -1.87775
C 4.07428 0.94146 -0.96820
C 2.87535 0.52675 -0.40126
N 1.70827 1.09127 -0.68945
C -1.52363 3.98926 -0.96522
C -2.61147 3.00602 -1.33595
C -3.47913 3.30450 -2.38092
C -4.56194 2.47266 -2.61960
C -4.74925 1.37198 -1.80314
C -3.82203 1.13644 -0.79744
N -2.77241 1.92138 -0.57856
C 1.57894 4.21306 0.96100
C 2.47571 5.20307 1.36236
C 3.25544 4.98440 2.48262
C 3.12766 3.78436 3.16716
C 2.22060 2.85369 2.69106
N 1.46273 3.06696 1.61293
H 0.08585 5.36761 0.03356
H 1.33320 4.83973 -1.06501
H 0.37426 3.33950 -2.73040
H -0.36173 1.87438 -2.05051
H 2.76851 3.39134 -2.88997
H 4.96120 2.33383 -2.34455
H 4.99962 0.45056 -0.69826
H 2.83718 -0.28785 0.31548
H -1.47390 4.74197 -1.77302
H -1.85577 4.49696 -0.05649
H -3.30867 4.18245 -2.99122
H -5.25041 2.68686 -3.42752
H -5.58629 0.70049 -1.93628
H -3.92549 0.28944 -0.12997
H 2.55257 6.12913 0.80430
H 3.95432 5.74071 2.81891
H 3.71697 3.56723 4.04761
H 2.08757 1.88366 3.16179
F -0.13427 2.48196 4.77595
C -1.33627 3.03590 4.88177
F -1.19144 4.36476 4.81312
F -1.83991 2.73686 6.07799
S -2.47045 2.50012 3.53046
O -1.85974 3.01868 2.32737
O -3.75682 3.01769 3.88954
N -2.27163 0.95769 3.70184
S -2.99588 -0.16321 2.87571
O -4.39705 0.05400 2.64735
O -2.21116 -0.62197 1.76029
C -2.88717 -1.52823 4.10798
F -3.35118 -2.64716 3.54255
F -3.64583 -1.25802 5.17284
F -1.64632 -1.73672 4.51077
C 0.52008 -3.03900 -4.53395
C 0.91419 -1.96127 -3.52836
C 0.69269 -0.57922 -4.15007
C 2.40068 -2.08551 -3.20256
Sb -0.23575 -1.95170 -1.62309
C -2.24067 -2.65262 -2.26226
C -2.74409 -1.63451 -3.28782
C -2.35874 -4.06088 -2.83396
C -3.12234 -2.55480 -1.01158
C 0.57731 -3.69286 -0.55331
C 0.88301 -4.91571 -1.41275
C 1.84379 -3.20530 0.15465
C -0.44410 -4.05763 0.52529
H 1.18863 -3.00338 -5.40542
H -0.49702 -2.88832 -4.90030
H 0.58191 -4.04160 -4.10934
H 1.27301 -0.49107 -5.07814
H 1.02578 0.21007 -3.47118
H -0.35516 -0.39314 -4.39114
H 2.98905 -1.89648 -4.11063
H 2.66745 -3.07644 -2.83535
H 2.70903 -1.35248 -2.45311
H -2.20540 -1.70399 -4.23480
H -2.65617 -0.60882 -2.91631
H -3.80612 -1.81625 -3.49840
H -1.77406 -4.19963 -3.74415
H -3.40984 -4.27009 -3.07670
H -2.04194 -4.81034 -2.10704
H -2.93190 -1.64908 -0.43489
H -2.96547 -3.39621 -0.33613
H -4.17993 -2.55962 -1.30643
H 1.67647 -4.72529 -2.13788
H 0.00729 -5.27321 -1.95871
H 1.22636 -5.73293 -0.76549
H 2.61261 -2.87393 -0.54767
H 2.26705 -4.03501 0.73642
H 1.59756 -2.39315 0.85618
H -1.34202 -4.51503 0.10257
H -0.72085 -3.18527 1.12442
H 0.00735 -4.78728 1.20878
C 1.90502 -2.48816 4.19676
C 2.42308 -1.42815 3.22493
C 3.40317 -0.50209 3.97062
C 1.25608 -0.75511 2.52746
H 2.71529 -3.01438 4.71431
H 1.28724 -3.21485 3.66552
H 1.27130 -2.01426 4.95387
H 3.03558 -1.96327 2.47469
H 2.87821 0.03494 4.76891
H 3.82223 0.24461 3.28928
H 4.24047 -1.05387 4.42430
H 1.59557 0.06544 1.88111
H 0.55015 -0.34336 3.27195
```

LUMO level in eV: 1.85
F_max in eV Å⁻¹: 0.853
Energy relative to the best compared isomer or geometry (same formula, charge and spin) in eV: 1.991
Charge: -1
Electronic energy in eV: -114687.3515
Kohn-Sham gap in eV: 3.98